1.
115
Properties=species:S:1:pos:R:3 method="wB97M-V/def2-TZVPD" smiles="C[C@H](Br)[C@@H](Br)C1=C(S)C(=O)OC1=O.CN(C)C=O.CN(C)C=O.CN(C)C=O.CN(C)C=O.CN(C)C=O.CN(C)C=O.CN(C)C=O.CN(C)C=O" total_charge=0 max_force_ha_per_bohr=0.0648 homo_energy_ha=-0.3107 total_energy_ev=-218515.019 multiplicity=1
C 3.57 -1.08 -0.15
C 2.04 -1.05 0.00
Br 1.46 -2.89 0.31
C 1.30 -0.29 -1.17
Br 1.98 -0.83 -2.89
C -0.16 -0.49 -0.86
C -1.11 -1.38 -1.21
S -0.88 -2.64 -2.48
C -2.27 -1.19 -0.26
O -2.81 -2.09 0.25
O -2.14 0.03 0.38
C -0.96 0.56 -0.10
O -0.87 1.69 -0.35
H 3.98 -0.08 -0.33
H 4.08 -1.51 0.71
H 3.83 -1.73 -1.00
H 1.86 -0.52 0.95
H 1.54 0.76 -0.95
H -0.76 -1.77 -3.52
C -4.62 -4.14 -0.89
N -5.28 -4.39 -2.16
C -5.75 -3.27 -2.95
C -5.48 -5.64 -2.63
O -6.02 -5.92 -3.68
H -5.31 -3.60 -0.23
H -3.74 -3.54 -1.06
H -4.33 -5.07 -0.42
H -6.83 -3.35 -3.11
H -5.26 -3.28 -3.93
H -5.52 -2.34 -2.45
H -5.08 -6.42 -1.95
C 8.12 1.70 2.32
N 7.03 0.97 1.70
C 5.71 0.98 2.33
C 7.18 0.28 0.56
O 6.27 -0.33 0.02
H 8.29 1.31 3.32
H 7.85 2.76 2.39
H 9.03 1.60 1.73
H 5.42 -0.05 2.56
H 4.98 1.39 1.63
H 5.73 1.57 3.24
H 8.20 0.32 0.14
C 7.36 -5.64 -1.36
N 6.25 -4.87 -0.82
C 5.27 -4.31 -1.73
C 6.10 -4.67 0.50
O 5.20 -4.04 1.02
H 7.94 -5.00 -2.04
H 6.97 -6.49 -1.92
H 8.00 -5.99 -0.56
H 5.25 -3.22 -1.61
H 4.28 -4.70 -1.50
H 5.53 -4.55 -2.76
H 6.90 -5.14 1.11
C 2.18 5.19 3.14
N 2.44 4.12 2.19
C 2.64 4.44 0.79
C 2.51 2.84 2.58
O 2.73 1.89 1.83
H 1.26 5.71 2.84
H 3.02 5.89 3.13
H 2.06 4.80 4.14
H 1.89 3.93 0.19
H 3.63 4.11 0.47
H 2.56 5.52 0.64
H 2.35 2.70 3.66
C -3.65 1.79 -1.89
N -4.34 1.61 -3.15
C -4.78 2.79 -3.89
C -4.58 0.39 -3.68
O -5.15 0.18 -4.73
H -4.31 2.31 -1.19
H -2.75 2.37 -2.04
H -3.39 0.83 -1.46
H -5.86 2.74 -4.02
H -4.30 2.80 -4.87
H -4.52 3.69 -3.35
H -4.20 -0.43 -3.04
C -8.77 4.42 -6.36
N -7.70 5.29 -5.90
C -6.94 6.04 -6.88
C -7.39 5.41 -4.59
O -6.51 6.12 -4.15
H -8.35 3.66 -7.03
H -9.51 5.01 -6.89
H -9.24 3.92 -5.52
H -5.88 5.77 -6.80
H -7.03 7.11 -6.66
H -7.30 5.84 -7.88
H -8.03 4.79 -3.94
C -2.23 -7.40 2.97
N -1.87 -7.18 1.59
C -1.64 -8.33 0.73
C -1.75 -5.94 1.07
O -1.45 -5.70 -0.08
H -1.44 -7.96 3.47
H -3.16 -7.98 3.02
H -2.37 -6.45 3.49
H -0.62 -8.29 0.33
H -2.33 -8.30 -0.11
H -1.78 -9.25 1.28
H -1.94 -5.14 1.80
C 1.99 5.05 8.98
N 2.45 5.38 7.64
C 2.14 6.69 7.09
C 3.17 4.52 6.90
O 3.58 4.74 5.77
H 0.90 5.10 9.01
H 2.41 5.76 9.69
H 2.31 4.04 9.25
H 1.56 6.57 6.17
H 3.06 7.22 6.85
H 1.56 7.27 7.81
H 3.36 3.56 7.41


2.
116
Properties=species:S:1:pos:R:3 method="wB97M-V/def2-TZVPD" smiles="CCOC(=O)OC.CCOC(=O)OC.CCOC(=O)OC.CCOC(C)=O.CCOC(C)=O.CCOC(C)=O.CCOC(C)=O.ClCCl.ClCCl.ClCCl" total_charge=0 max_force_ha_per_bohr=0.0923 homo_energy_ha=-0.3731 total_energy_ev=-143093.020 multiplicity=1
C 2.46 1.43 4.65
C 2.95 0.58 5.78
O 4.03 1.11 6.55
C 3.89 1.85 7.65
O 2.79 2.33 8.08
O 5.08 1.98 8.25
C 5.32 2.66 9.47
H 3.26 1.54 3.91
H 2.16 2.39 5.06
H 1.51 1.01 4.33
H 3.14 -0.46 5.50
H 2.14 0.43 6.49
H 5.13 1.96 10.28
H 4.79 3.61 9.53
H 6.38 2.90 9.50
C 5.43 -0.67 -7.35
C 4.28 0.31 -7.04
O 3.99 1.24 -8.02
C 4.55 2.47 -8.04
O 5.31 2.91 -7.21
O 4.18 3.06 -9.20
C 4.81 4.22 -9.52
H 5.64 -1.30 -6.48
H 6.36 -0.13 -7.55
H 5.23 -1.27 -8.23
H 4.42 0.83 -6.08
H 3.41 -0.33 -6.93
H 5.89 4.25 -9.41
H 4.40 4.95 -8.81
H 4.51 4.56 -10.51
C -0.36 -1.28 -2.01
C -1.10 -0.45 -0.90
O -2.11 -1.15 -0.18
C -1.80 -2.21 0.56
O -0.65 -2.50 1.00
O -2.94 -2.80 1.00
C -2.86 -3.81 2.01
H -0.13 -2.31 -1.75
H 0.56 -0.82 -2.37
H -0.90 -1.35 -2.95
H -1.57 0.45 -1.32
H -0.33 -0.10 -0.21
H -3.87 -4.22 2.00
H -2.66 -3.35 2.98
H -2.19 -4.63 1.74
C -0.31 -7.14 -0.14
C 0.57 -7.73 0.99
O 1.19 -6.63 1.71
C 1.72 -6.80 2.87
C 2.32 -5.51 3.45
O 1.83 -7.89 3.42
H 0.21 -6.61 -0.94
H -1.16 -6.52 0.16
H -0.75 -7.97 -0.70
H -0.09 -8.21 1.71
H 1.22 -8.50 0.59
H 1.58 -4.72 3.35
H 3.18 -5.22 2.84
H 2.55 -5.75 4.49
C -6.06 -8.83 1.52
C -7.24 -8.48 0.59
O -7.36 -7.05 0.60
C -8.43 -6.39 0.05
C -8.47 -4.91 0.32
O -9.30 -6.95 -0.59
H -5.72 -9.84 1.31
H -6.27 -8.80 2.59
H -5.23 -8.14 1.36
H -7.09 -8.83 -0.43
H -8.17 -8.98 0.87
H -7.66 -4.48 0.91
H -9.40 -4.63 0.80
H -8.51 -4.46 -0.67
C -6.12 10.90 -1.41
C -6.41 9.40 -1.54
O -5.54 8.78 -2.50
C -5.55 7.45 -2.55
C -4.30 6.93 -3.22
O -6.37 6.66 -2.07
H -6.41 11.55 -2.24
H -5.03 11.02 -1.40
H -6.53 11.35 -0.51
H -6.24 8.84 -0.62
H -7.43 9.33 -1.92
H -3.37 7.30 -2.78
H -4.24 7.39 -4.21
H -4.31 5.85 -3.15
C 8.57 -0.38 1.74
C 7.15 0.10 1.48
O 6.37 -1.03 1.01
C 5.58 -0.99 -0.06
C 4.94 -2.33 -0.33
O 5.55 -0.06 -0.89
H 8.43 -1.04 2.59
H 9.22 0.47 1.93
H 8.87 -0.93 0.85
H 6.73 0.55 2.38
H 7.18 0.92 0.76
H 3.89 -2.30 -0.05
H 5.50 -3.16 0.11
H 4.84 -2.61 -1.38
Cl -1.99 8.48 1.51
C -2.37 6.84 2.09
Cl -1.93 5.50 0.97
H -1.79 6.66 3.00
H -3.44 6.70 2.25
Cl -8.29 1.13 1.35
C -6.54 1.57 1.29
Cl -5.87 1.83 2.89
H -6.01 0.72 0.84
H -6.43 2.50 0.74
Cl 3.04 5.58 -1.29
C 3.38 4.83 -2.92
Cl 1.83 4.23 -3.49
H 3.72 5.58 -3.63
H 4.07 3.98 -2.86


3.
101
Properties=species:S:1:pos:R:3 method="wB97M-V/def2-TZVPD" total_charge=+2 max_force_ha_per_bohr=0.0090 homo_energy_ha=-0.4749 total_energy_ev=-134555.142 multiplicity=1
Ga -0.01 0.26 0.48
C -0.29 2.27 -2.09
C -0.02 3.00 -0.81
C 0.19 4.39 -0.83
C 0.45 5.05 0.34
C 0.47 4.34 1.56
C 0.71 4.98 2.80
C 0.70 4.24 3.95
C 0.43 2.86 3.91
C 0.19 2.21 2.73
S -0.27 0.51 2.71
C 0.23 2.95 1.52
N 0.01 2.31 0.32
H -0.49 2.97 -2.90
H -1.15 1.60 -1.99
H 0.57 1.67 -2.37
H 0.15 4.91 -1.77
H 0.63 6.12 0.34
H 0.90 6.04 2.82
H 0.88 4.72 4.90
H 0.40 2.30 4.84
C 5.36 0.60 -0.42
C 3.94 1.10 -0.19
C 3.52 1.98 -1.36
C 3.88 1.91 1.11
Sb 2.51 -0.56 -0.01
C 3.12 -1.86 1.66
C 2.19 -3.07 1.71
C 2.98 -1.09 2.98
C 4.57 -2.31 1.49
C 2.50 -1.69 -1.89
C 1.84 -3.05 -1.64
C 3.90 -1.90 -2.46
C 1.66 -0.88 -2.88
H 6.01 1.48 -0.49
H 5.47 0.05 -1.36
H 5.74 -0.02 0.39
H 4.20 2.83 -1.42
H 2.51 2.38 -1.24
H 3.58 1.46 -2.32
H 4.48 2.81 0.98
H 4.30 1.36 1.95
H 2.86 2.22 1.36
H 1.13 -2.79 1.68
H 2.36 -3.58 2.66
H 2.38 -3.79 0.92
H 1.95 -0.82 3.20
H 3.59 -0.19 3.01
H 3.33 -1.75 3.78
H 4.78 -2.71 0.49
H 4.77 -3.10 2.21
H 5.27 -1.50 1.70
H 2.50 -3.72 -1.10
H 1.62 -3.51 -2.60
H 0.90 -2.98 -1.08
H 4.59 -2.35 -1.75
H 4.33 -0.97 -2.83
H 3.82 -2.58 -3.31
H 0.64 -0.72 -2.53
H 1.61 -1.44 -3.83
H 2.11 0.09 -3.11
C -4.79 -2.95 1.00
Si -3.03 -2.52 1.38
C -2.84 -1.94 3.14
C -1.83 -3.87 0.93
Sb -2.40 -0.56 -0.23
Si -2.84 -1.41 -2.67
C -1.61 -2.77 -2.99
C -4.57 -2.08 -2.69
C -2.63 0.04 -3.82
Si -3.92 1.49 0.33
C -5.64 0.78 0.27
C -3.42 2.11 2.01
C -3.68 2.78 -0.99
H -5.09 -3.80 1.62
H -4.94 -3.23 -0.04
H -5.47 -2.13 1.23
H -3.16 -2.76 3.79
H -3.47 -1.08 3.36
H -1.81 -1.69 3.40
H -1.90 -4.70 1.65
H -0.80 -3.52 0.95
H -2.04 -4.28 -0.06
H -1.82 -3.65 -2.37
H -0.59 -2.45 -2.79
H -1.66 -3.08 -4.03
H -4.64 -3.02 -2.13
H -4.86 -2.30 -3.72
H -5.30 -1.38 -2.29
H -1.58 0.18 -4.10
H -3.00 0.98 -3.40
H -3.19 -0.16 -4.74
H -5.87 0.19 1.16
H -5.81 0.17 -0.61
H -6.35 1.61 0.24
H -3.06 1.32 2.67
H -4.29 2.59 2.49
H -2.63 2.86 1.93
H -4.10 2.46 -1.95
H -2.64 3.05 -1.14
H -4.21 3.69 -0.69


The records above give, respectively, gap between HOMO and LUMO values of 0.2930; 0.3790; 0.2703 Eh.